P) Computed, not measured: C6H12N2O3 in the gas phase, with ωB97M-V with the def2-TZVPD basis set.

Element x y z (Å)
C1 1.51317 -1.04614 0.85473
C2 0.16891 -0.83697 0.11778
C3 -0.94921 -1.60639 0.67517
C4 0.25032 -1.18521 -1.40438
N1 -0.05825 0.58603 0.29965
C5 0.91519 1.58590 -0.54015
O1 -0.00230 2.35857 -1.31049
C6 -1.22396 2.36064 -0.61091
O2 -2.07941 3.18977 -0.76748
N2 -1.32042 1.23852 0.17934
O3 -1.90670 1.44016 1.43387
H1 1.38488 -0.96959 1.96483
H2 1.94460 -2.10136 0.73483
H3 2.28578 -0.32960 0.43326
H4 -0.86536 -2.70029 0.27513
H5 -1.85603 -1.17732 0.35489
H6 -0.94500 -1.58573 1.71602
H7 -0.70025 -1.38118 -1.87081
H8 0.78798 -0.54391 -2.01778
H9 0.74706 -2.18735 -1.55302
H10 1.49803 2.05018 0.17120
H11 1.63767 1.13233 -1.28930
H12 -1.22670 1.70894 2.15364

The calculation puts the HOMO energy at -9.1 eV. Its SMILES is CC(C)(C)N1COC(=O)N1O.

Q) Computed, not measured: C6H12N2O3 in the gas phase, with ωB97M-V with the def2-TZVPD basis set.

Element x y z (Å)
C1 1.99156 1.51354 -0.26346
C2 1.18604 0.50754 -0.43543
C3 1.67567 -0.87576 -0.58895
N1 -0.18402 0.68953 -0.75851
C4 -0.34282 1.18496 -2.12618
C5 -1.20472 0.22419 -0.07102
O1 -2.37992 0.18314 -0.34681
N2 -0.58251 -0.37196 1.05689
O2 -0.32618 0.58681 2.13571
C6 -1.17459 -1.62197 1.51838
O3 -2.46550 -1.31867 1.95890
H1 1.64725 2.47672 -0.21930
H2 3.15555 1.34434 -0.12680
H3 1.58379 -1.45305 0.26820
H4 2.70514 -0.88669 -0.74810
H5 1.22629 -1.30781 -1.41643
H6 0.06139 2.24867 -2.07982
H7 0.09481 0.49501 -2.75385
H8 -1.37329 1.33959 -2.41804
H9 -0.62359 0.09176 2.96370
H10 -1.30243 -2.44260 0.77554
H11 -0.47156 -1.84379 2.40646
H12 -2.89636 -0.76348 1.26892

The calculation puts the HOMO energy at -8.9 eV. Its SMILES is C=C(C)N(C)C(=O)N(O)CO.

Which is most stable, and by how much? P), by 0.0039 hartree.

P) Computed, not measured: 2 unconnected molecules or ions with the total composition C9H13NO, with ωB97M-V with the def2-TZVPD basis set.

Element x y z (Å)
C1 0.51239 -1.16970 -0.96694
C2 0.84813 -0.47027 0.31749
C3 0.96353 1.05594 0.30884
C4 2.30506 1.02217 0.51416
N1 3.40103 1.60882 -0.13262
C5 4.03789 0.59253 -0.53438
O1 3.62257 -0.69856 -0.30573
C6 2.38846 -0.42272 0.55333
H1 -0.65584 -1.33863 -1.02076
H2 0.85316 -2.25208 -0.90621
H3 0.86468 -0.62261 -1.76701
H4 0.23193 -0.99553 1.17823
H5 0.22124 1.84512 0.31544
H6 4.85911 0.62588 -1.07378
H7 2.63222 -1.00228 1.59891
C7 -2.27852 1.38213 -0.00937
C8 -3.32971 0.69347 0.37579
C9 -3.42729 -0.85114 0.28593
H8 -2.15688 2.44208 -0.22766
H9 -1.30395 0.90848 -0.28997
H10 -4.15477 1.24064 1.00261
H11 -2.59697 -1.31894 -0.18359
H12 -4.35697 -0.99676 -0.29018
H13 -3.48049 -1.27803 1.25748

The calculation puts the HOMO energy at -8.7 eV. Its SMILES is C[C@@H]1C=C2N=CO[C@@H]21.C=CC.

Q) Computed, not measured: 2 unconnected molecules or ions with the total composition C9H13NO, with ωB97M-V with the def2-TZVPD basis set.

Element x y z (Å)
C1 -1.87043 -1.27470 0.51134
C2 -1.62428 -0.05779 -0.36408
C3 -2.04646 1.14123 0.08351
C4 -2.00397 2.17157 -0.89814
C5 -1.26211 2.14286 -2.03512
C6 -0.64906 0.89178 -2.37645
C7 -0.84283 -0.15601 -1.50391
H1 -1.03169 -1.95655 0.64403
H2 -2.71841 -1.79795 0.03742
H3 -2.17619 -1.01185 1.52015
H4 -2.52294 1.39532 1.03844
H5 -2.60955 3.07153 -0.66250
H6 -1.26895 2.83760 -2.85629
H7 -0.07643 0.65705 -3.31271
H8 -0.23657 -1.09075 -1.52784
C8 3.51999 -0.22320 1.06941
C9 2.21530 -1.05422 0.91329
N1 1.35871 -1.14527 1.97163
O1 2.01615 -1.48929 -0.20244
H9 3.91008 -0.31007 2.08962
H10 3.33753 0.76832 0.67385
H11 4.29491 -0.58768 0.41880
H12 0.56383 -1.77829 1.86006
H13 1.72338 -1.14363 2.90792

The calculation puts the HOMO energy at -8.9 eV. Its SMILES is Cc1ccccc1.CC(N)=O.

R) Computed, not measured: 2 unconnected molecules or ions with the total composition C9H13NO, with ωB97M-V with the def2-TZVPD basis set.

Element x y z (Å)
C1 -2.49535 -0.37788 -1.99388
C2 -1.08848 -0.79340 -1.51908
C3 -0.61435 -0.60653 -0.25766
C4 0.48450 -1.35396 0.20434
C5 1.19397 -2.10520 -0.77787
C6 0.72764 -2.21745 -2.09815
C7 -0.44072 -1.57933 -2.48850
H1 -2.83422 0.58231 -1.60772
H2 -3.20529 -1.08489 -1.49161
H3 -2.55498 -0.27896 -3.07425
H4 -1.21091 -0.12071 0.50887
H5 0.75914 -1.30085 1.26425
H6 2.13447 -2.48800 -0.42063
H7 1.24894 -3.01283 -2.66375
H8 -0.94354 -1.67285 -3.45198
C8 1.53973 2.09518 1.00783
C9 0.53822 2.07911 2.06112
N1 0.53601 0.98306 2.93052
O1 -0.31287 2.95150 2.11361
H9 2.47213 2.54156 1.20116
H10 1.25866 3.01675 0.44558
H11 1.50464 1.12622 0.51015
H12 -0.22125 1.04420 3.65830
H13 1.27209 0.31143 2.87028

The calculation puts the HOMO energy at -9.1 eV. Its SMILES is Cc1ccccc1.CC(N)=O.

Which is most stable, and by how much? Q), by 0.0106 hartree.

P) Computed, not measured: 2 unconnected molecules or ions with the total composition C9H13NO, with ωB97M-V with the def2-TZVPD basis set.

Element x y z (Å)
C1 -1.59040 2.84453 -1.42552
C2 -1.65267 1.61381 -0.52766
C3 -1.71974 0.40797 -1.16650
C4 -1.95434 -0.76393 -0.43699
C5 -1.99383 -0.71322 0.93494
C6 -1.72028 0.50062 1.60439
C7 -1.50709 1.64553 0.85170
H1 -1.08141 2.54075 -2.34206
H2 -0.96453 3.71010 -1.14682
H3 -2.52762 3.22153 -1.85078
H4 -1.78553 0.27964 -2.24932
H5 -2.04219 -1.60803 -1.11087
H6 -2.14369 -1.58005 1.56688
H7 -1.58305 0.41386 2.66787
H8 -1.22881 2.55626 1.36212
C8 2.69770 -1.85121 -0.73792
C9 2.68331 -2.12851 0.75552
N1 3.22123 -1.10520 1.56313
O1 2.19020 -3.07415 1.31116
H9 2.05029 -0.97325 -0.93676
H10 2.21031 -2.68097 -1.26117
H11 3.62778 -1.57576 -1.22573
H12 3.40805 -1.53237 2.46159
H13 3.40631 -0.14795 1.33879

The calculation puts the HOMO energy at -9.1 eV. Its SMILES is Cc1ccccc1.CC(N)=O.

Q) Computed, not measured: a molecular structure, C9H13NO, with ωB97M-V with the def2-TZVPD basis set.

Element x y z (Å)
C1 2.45572 -0.60988 0.17630
C2 4.02909 -0.49210 0.33794
C3 5.82281 1.09180 -0.52265
C4 -4.87365 -1.03385 -0.27072
C5 -5.46600 0.16949 0.23893
C6 -4.68691 1.20764 0.53247
C7 -3.28149 1.11500 0.25174
C8 -2.75546 0.04751 -0.45571
C9 -3.55396 -1.06035 -0.62990
H1 2.48339 -0.09930 -0.76572
H2 2.02125 -0.26908 1.10276
H3 2.18896 -1.71780 0.09416
H4 3.72311 0.60762 -1.25807
H5 6.25832 0.89401 0.74779
H6 6.72573 0.70599 -1.32469
H7 5.58569 2.26244 -0.47573
H8 -5.58118 -1.81470 -0.66546
H9 -6.47659 0.19822 0.49251
H10 -5.06225 2.08961 1.14367
H11 -2.72972 2.04406 0.63566
H12 -1.65463 0.16193 -0.55280
H13 -3.26643 -2.04922 -1.03208
N1 4.48531 0.36615 -0.69962
O1 4.78079 -1.02354 1.10061

The calculation puts the HOMO energy at -9.3 eV.

R) Computed, not measured: C9H13NO in the gas phase, with ωB97M-V with the def2-TZVPD basis set.

Element x y z (Å)
C1 -3.34197 -0.40800 0.75058
C2 -2.56497 -0.16357 -0.64967
C3 -1.10753 0.24911 -0.42960
C4 -0.75625 1.53671 -0.02137
C5 0.54265 1.97909 0.12862
C6 1.60439 1.12344 -0.21159
O1 2.77491 1.68309 -0.17239
C7 1.33619 -0.25726 -0.41466
C8 2.57043 -1.27354 -0.50336
N1 2.75059 -1.22512 0.87912
C9 0.02121 -0.57808 -0.69311
H1 -3.46804 0.53733 1.15432
H2 -2.82997 -1.24118 1.28770
H3 -4.36139 -0.76652 0.47568
H4 -2.63154 -1.13456 -1.27802
H5 -3.20859 0.66749 -1.21073
H6 -1.74864 1.90747 0.25925
H7 0.67455 2.86129 0.76158
H8 2.71150 2.47388 0.44651
H9 3.39301 -0.83075 -0.88156
H10 2.36052 -2.14151 -1.27006
H11 3.43079 -1.95013 1.10121
H12 1.98574 -1.47938 1.51486
H13 -0.13759 -1.56929 -1.02332

The calculation puts the HOMO energy at -7.9 eV. Its SMILES is CCc1ccc(O)c(CN)c1.

Which is most stable, and by how much? P), by 0.0947 hartree.

P) Computed, not measured: C4H9NOS in the gas phase, with ωB97M-V with the def2-TZVPD basis set.

Element x y z (Å)
C1 0.66502 -0.17142 1.39039
N1 0.38458 0.03044 -0.02330
C2 1.61058 -0.04635 -0.71961
C3 -0.71606 -0.55244 -0.64359
C4 -2.01346 0.23130 -0.11535
O1 -1.97545 1.51791 -0.03987
S1 -3.31848 -0.56299 0.35690
H1 1.16642 -1.13204 1.58562
H2 1.30299 0.61808 1.79225
H3 -0.28306 -0.13702 2.00807
H4 2.15486 -0.95229 -0.86424
H5 1.49072 0.33343 -1.79312
H6 2.23346 0.88350 -0.38962
H7 -0.62258 -0.27552 -1.80842
H8 -0.96333 -1.64011 -0.66887
H9 -1.11620 1.85551 -0.06726

The calculation puts the HOMO energy at -8.5 eV. Its SMILES is CN(C)CC(O)=S.

Q) Computed, not measured: C4H9NOS in the gas phase, with ωB97M-V with the def2-TZVPD basis set.

Element x y z (Å)
C1 -2.20886 -0.04807 -0.53257
N1 -0.92731 0.62932 -0.48582
C2 0.14843 -0.24137 0.03600
C3 0.25366 -0.07052 1.59941
O1 -0.08644 0.96801 2.08990
C4 1.39984 0.14253 -0.77579
S1 2.81205 -0.83378 -0.05533
H1 -2.51145 -0.60414 0.36704
H2 -2.98527 0.66032 -0.82064
H3 -2.21574 -0.82514 -1.30596
H4 -0.94436 1.43553 0.11260
H5 0.04824 -1.28887 -0.26498
H6 0.62179 -1.00601 2.04898
H7 1.25887 -0.23267 -1.78230
H8 1.71759 1.17113 -0.63425
H9 3.61896 0.14372 0.40371

The calculation puts the HOMO energy at -9.0 eV. Its SMILES is CN[C@H](C=O)CS.

Which is most stable, and by how much? Q), by 0.0183 hartree.

P) Computed, not measured: 3 unconnected molecules or ions with the total composition C3H12N2O2, with ωB97M-V with the def2-TZVPD basis set.

Element x y z (Å)
H1 0.34790 0.44250 -3.30930
N1 0.22118 0.27079 -2.32410
C1 -1.00836 0.29826 -2.00905
N2 -1.45731 0.25244 -0.71126
C2 -0.94875 1.15081 0.33441
C3 -1.68400 0.83033 1.63707
H2 -1.83766 0.23058 -2.72455
H3 -2.42591 0.01130 -0.58835
H4 0.10116 0.96034 0.51389
H5 -1.10231 2.19090 0.04055
H6 -1.13418 1.09291 2.53993
H7 -2.64570 1.33187 1.71860
H8 -1.82543 -0.24758 1.67775
O1 2.17904 -0.06450 -0.07086
H9 1.41263 0.10262 -0.65040
H10 2.73187 -0.64342 -0.60984
O2 1.81778 -2.25516 2.27091
H11 2.21898 -1.39845 2.06903
H12 2.46594 -2.64244 2.87148

The calculation puts the HOMO energy at -9.2 eV. Its SMILES is [H]/N=C/NCC.O.O.

Q) Computed, not measured: 3 unconnected molecules or ions with the total composition C3H12N2O2, with ωB97M-V with the def2-TZVPD basis set.

Element x y z (Å)
C1 -1.34039 -0.48786 0.48568
C2 -2.61279 0.33250 0.23032
N1 -2.30194 1.47988 -0.61812
O1 -0.64703 -0.79993 -0.60278
H1 0.97678 -0.45292 -0.68940
H2 -3.14502 1.91254 -0.97589
H3 -1.76021 1.14152 -1.40748
H4 -0.65944 0.19314 1.17745
H5 -1.55261 -1.34306 1.16197
H6 -3.02450 0.67746 1.18415
H7 -3.34851 -0.35726 -0.21813
C3 3.00352 -0.99669 -0.23363
N2 1.92890 -0.05155 -0.46588
O2 0.96746 0.55023 1.02440
H8 1.53542 1.18525 1.50592
H9 2.16472 0.75291 -1.03993
H10 3.89342 -0.48476 0.13227
H11 2.66314 -1.72032 0.50574
H12 3.25909 -1.53109 -1.15666

The calculation puts the HOMO energy (spin up / spin down) at -8.8 / -7.7 eV.

Which is most stable, and by how much? P), by 0.1911 hartree.

P) Computed, not measured: 2 unconnected molecules or ions with the total composition C3H12N2O2, with ωB97M-V with the def2-TZVPD basis set.

Element x y z (Å)
N1 0.52924 2.15593 1.56122
C1 -0.77585 1.52973 1.33266
C2 -0.67085 0.05783 0.98201
N2 -0.22950 -0.69285 2.16316
C3 0.18204 -0.14982 -0.25898
O1 -0.36290 -1.20634 -1.05648
H1 0.67209 3.02863 1.07476
H2 1.28242 1.55803 1.23609
H3 -1.35088 1.60690 2.24183
H4 -1.35162 1.99496 0.53617
H5 -1.69304 -0.28455 0.77742
H6 0.60798 -0.28037 2.55608
H7 -0.00495 -1.64415 1.89494
H8 1.19239 -0.41955 0.03300
H9 0.27031 0.75857 -0.86290
H10 0.03063 -1.12435 -1.93384
O2 0.50211 -2.17982 -3.72049
H11 1.03820 -1.74836 -4.39764
H12 0.13217 -2.96041 -4.15902

The calculation puts the HOMO energy at -9.1 eV. Its SMILES is NC[C@H](N)CO.O.

Q) Computed, not measured: 3 unconnected molecules or ions with the total composition C3H12N2O2, with ωB97M-V with the def2-TZVPD basis set.

Element x y z (Å)
C1 1.41052 -1.01706 -1.37747
C2 0.35100 -0.51886 -0.40376
N1 0.64396 0.80132 0.30342
C3 -0.12267 1.12977 1.34595
N2 -1.37713 0.77281 1.69517
H1 1.57593 -0.52715 -2.38801
H2 2.38868 -1.12446 -0.88349
H3 0.90433 -1.98710 -1.65981
H4 -0.56432 -0.41038 -0.95816
H5 0.24435 -1.33900 0.37395
H6 0.03330 2.07948 1.85516
H7 -2.00296 0.40115 0.97399
H8 -1.63510 1.11332 2.60087
O1 -3.77739 -0.81091 -1.10335
H9 -3.36591 -0.69188 -0.23013
H10 -4.64219 -1.12166 -0.91637
O2 3.50184 0.70648 0.24637
H11 2.58235 0.94942 0.13165
H12 3.85140 1.59473 0.39402

The calculation puts the HOMO energy at -9.2 eV. Its SMILES is CC/N=C\N.O.O.

R) Computed, not measured: 2 unconnected molecules or ions with the total composition C3H12N2O2, with ωB97M-V with the def2-TZVPD basis set.

Element x y z (Å)
N1 -0.64711 0.51605 2.03552
C1 0.65643 -0.01882 1.49090
C2 0.38213 -0.68485 0.13099
N2 1.25568 -1.86492 0.05810
C3 0.62597 0.29053 -1.01889
O1 0.03096 -0.15475 -2.21850
H1 -1.34223 -0.22136 2.05805
H2 -0.42103 0.77155 2.99047
H3 1.30574 0.85585 1.47375
H4 0.99761 -0.73905 2.25202
H5 -0.64953 -1.04050 0.16794
H6 2.23582 -1.69431 0.15549
H7 0.94842 -2.72441 -0.33889
H8 1.68928 0.21482 -1.25966
H9 0.49710 1.30238 -0.64875
H10 -0.78201 0.34397 -2.32263
O2 -1.85649 1.48921 -0.53634
H11 -1.33676 1.76050 0.23163
H12 -2.47466 2.07016 -1.00965

The calculation puts the HOMO energy at -8.5 eV. Its SMILES is NC[C@H](N)CO.O.

S) Computed, not measured: 3 unconnected molecules or ions with the total composition C3H12N2O2, with ωB97M-V with the def2-TZVPD basis set.

Element x y z (Å)
C1 0.08569 1.90431 -0.08681
C2 1.17798 1.28439 -0.86415
N1 1.05359 1.34043 1.89199
O1 0.07948 1.93108 1.18788
H1 0.65217 -0.53606 1.67904
H2 0.85298 1.56002 2.86624
H3 -0.98806 -0.85006 0.15356
H4 -0.78724 2.34352 -0.53744
H5 2.13368 1.64742 -0.47040
H6 1.09190 1.50170 -1.92403
H7 1.17710 0.20795 -0.70150
C3 -1.45525 -1.45253 -1.63867
N2 0.20118 -1.42174 1.40426
O2 -1.54087 -0.51784 -0.59287
H8 -0.32770 -1.75686 2.20413
H9 0.92732 -2.09813 1.22670
H10 -0.42232 -1.57048 -1.99991
H11 -2.07097 -1.07760 -2.46513
H12 -1.84066 -2.43952 -1.33289

The calculation puts the HOMO energy (spin up / spin down) at -8.0 / -8.0 eV.

Which is most stable, and by how much? P), by 0.0179 hartree.